Density functional theory data (ωB97M-V/def2-TZVPD) for a structure of composition C24H42BBrF4N4O5PReS2 at a distorted geometry.

Each line ends with the Mulliken charge.
Atoms and positions in Å:
Re1 -0.6612 -0.0677 1.2487  1.539
Br1 -2.5354 0.9921 4.4916  -0.058
C1 -0.7355 0.4171 4.4925  -0.044
C2 -0.1717 0.0164 5.6978  -0.649
C3 1.1760 -0.2873 5.7299  -0.581
C4 1.9190 -0.1000 4.5746  -0.847
C5 1.2648 0.2861 3.4188  0.712
N1 -0.0599 0.4983 3.3577  0.017
C6 2.0466 0.5011 2.1344  0.153
O1 3.2418 0.7423 2.2011  -0.780
O2 1.3744 0.4640 1.0424  -0.374
H1 -0.7996 -0.0834 6.5682  0.482
H2 1.6343 -0.6610 6.6339  0.428
H3 2.9777 -0.2962 4.5234  0.534
C7 0.0399 3.5826 2.1966  -0.333
C8 0.3359 5.1071 2.2700  -0.980
N2 0.7469 5.5857 0.9597  -0.199
C9 -0.3082 5.3045 -0.0024  -0.879
C10 -0.5312 3.7701 -0.0999  -0.341
N3 0.3301 3.1043 0.8590  0.412
C11 1.7189 3.3668 0.5286  -0.311
C12 1.9640 4.9006 0.5530  -0.867
H4 -1.0081 3.3679 2.4080  0.408
H5 0.6682 3.0383 2.9037  0.156
H6 1.1428 5.3209 2.9754  0.358
H7 -0.5501 5.6691 2.5753  0.305
H8 -0.0036 5.7259 -0.9636  0.332
H9 -1.2117 5.8207 0.3292  0.301
H10 -0.2815 3.3943 -1.0908  0.173
H11 -1.5599 3.4883 0.1199  0.400
H12 1.9174 2.9461 -0.4565  0.079
H13 2.3629 2.8584 1.2437  0.378
H14 2.2456 5.2753 -0.4336  0.333
H15 2.7568 5.1641 1.2566  0.306
C13 1.3510 0.6866 -2.6279  -2.029
C14 1.3474 -0.8383 -2.7306  2.596
C15 1.4968 -1.3216 -4.1726  -1.828
C16 2.5638 -1.3245 -1.9429  -1.892
P1 -0.2791 -1.4458 -1.8761  -0.124
N4 -0.5930 -0.5763 -0.6157  0.050
C17 -0.0842 -3.2856 -1.3446  2.701
C18 0.9763 -3.3174 -0.2401  -2.212
C19 0.2936 -4.2825 -2.4366  -1.882
C20 -1.4248 -3.6628 -0.7207  -2.019
C21 -1.7740 -1.1900 -3.0720  2.470
C22 -3.0135 -1.0623 -2.1915  -2.021
C23 -1.9744 -2.2913 -4.1076  -2.054
C24 -1.6177 0.1622 -3.7643  -1.858
H16 2.3722 1.0572 -2.7121  0.602
H17 0.9591 0.9640 -1.6476  0.335
H18 0.7614 1.1605 -3.4046  0.309
H19 2.4507 -0.9715 -4.5724  0.498
H20 0.7095 -0.9487 -4.8201  0.284
H21 1.4950 -2.4074 -4.2200  0.270
H22 3.4649 -0.8718 -2.3592  0.644
H23 2.6856 -2.3993 -2.0088  0.258
H24 2.4877 -1.0212 -0.9033  0.225
H25 1.9382 -3.6749 -0.5958  0.203
H26 0.6614 -3.9696 0.5690  0.617
H27 1.1069 -2.3273 0.1888  0.291
H28 1.2613 -4.0500 -2.8739  0.351
H29 -0.4450 -4.3333 -3.2303  0.227
H30 0.3696 -5.2696 -1.9809  0.539
H31 -1.7160 -2.9052 0.0075  0.475
H32 -1.3360 -4.6121 -0.1937  0.602
H33 -2.2081 -3.7613 -1.4684  0.294
H34 -3.2099 -1.9355 -1.5836  0.370
H35 -3.8927 -0.8850 -2.8107  0.608
H36 -2.8987 -0.2223 -1.5101  0.027
H37 -2.2774 -3.2207 -3.6355  0.340
H38 -1.0791 -2.4678 -4.6994  0.258
H39 -2.7751 -1.9965 -4.7873  0.542
H40 -1.3645 0.9124 -3.0212  0.165
H41 -2.5669 0.4446 -4.2185  0.627
H42 -0.8710 0.1517 -4.5530  0.322
O3 -4.1107 -1.0681 0.5009  -0.576
S1 -3.5497 -0.3814 1.6342  0.992
O4 -2.2880 -1.0160 2.1314  -0.611
O5 -4.5068 -0.0889 2.6636  -0.652
S2 -2.6274 1.3473 0.9106  -0.548
F1 0.1205 -4.2013 2.8950  -0.365
B1 0.4501 -2.9650 3.3804  0.034
F2 1.7490 -2.9597 3.8461  -0.338
F3 -0.4089 -2.5624 4.3728  -0.362
F4 0.3781 -2.0112 2.3066  0.678

As for the HOMO energy (alpha / beta): -5.00 / -5.48 eV. The expectation value of S² is 3.7742. Its spin multiplicity is 4. For the LUMO energy (alpha / beta), the calculation gives 2.4 / 2.0 eV. The charge is -1.